Below is a 2-piece molecular cluster, C3H3O2P overall at a distorted geometry, with properties calculated with wB97M-V/def2-TZVPD.

Results
Max |F|   4.2 eV Å⁻¹
LUMO energy (spin up / spin down)   -1.08 / -1.30 eV
Net charge   0
Kohn-Sham gap (spin up / spin down)   0.253 / 0.258 hartree

Cartesian coordinates (Å):
P  2.61  -1.42  0.36
O  -2.68  -1.29  0.89
O  -2.19  0.84  0.14
C  1.55  -0.28  -0.51
C  -2.50  -0.21  0.52
C  0.86  0.75  -0.09
H  1.26  -0.67  -1.58
H  0.06  1.11  -0.58
H  1.03  1.16  0.84

The net atomic charges from natural (NBO), expressed in e, are:
1 P 0.374
2 O -0.505
3 O -0.521
4 C -0.648
5 C 1.027
6 C -0.324
7 H 0.220
8 H 0.195
9 H 0.183